(1)
Below is a structure of composition C18H27N2O5P2SSc in a non-equilibrium geometry, with properties calculated with wB97M-V/def2-TZVPD.

XYZ file:
```
56
Properties=species:S:1:pos:R:3
Sc -0.34658 -0.14084 0.02735
P -2.72335 -0.22611 -0.55905
C -2.41879 0.41117 -2.29816
C -0.96592 0.74270 -2.65456
N 0.09792 0.37490 -1.87538
C 1.35147 0.76037 -2.16640
C 1.51793 1.45693 -3.32403
C 0.49882 1.78085 -4.19838
C -0.76135 1.39941 -3.83254
C 2.49664 0.46067 -1.24228
P 2.28019 -1.09920 -0.34118
H -1.62997 1.62536 -4.47548
H 2.54010 1.71078 -3.54338
H 0.70895 2.28565 -5.18875
H 3.37104 0.42157 -1.90970
H 2.60679 1.30993 -0.55909
H -2.78727 -0.18289 -2.96653
H -3.02817 1.43184 -2.32449
H -2.12641 -5.11241 -4.50467
O -1.53081 -4.51650 -5.12169
H -2.11079 -3.65825 -5.15342
H 0.78088 -4.96632 -0.65895
O 0.69984 -4.02311 -0.38480
H 0.12696 -4.50436 0.16698
C 3.13737 -2.24558 -1.51870
H 3.79905 -1.72610 -2.24512
H 3.71743 -3.00089 -0.95385
H 2.33444 -2.78112 -2.04871
C 3.66909 -0.79738 0.85342
H 3.60602 -1.57572 1.62971
H 4.67512 -0.85286 0.38510
H 3.53786 0.18313 1.35039
C -3.27722 1.24226 0.29512
H -4.03337 1.76712 -0.27631
H -3.72080 0.91823 1.23856
H -2.46027 1.92589 0.52609
C -4.15563 -1.23550 -0.82002
H -4.29886 -1.80367 0.09181
H -5.03820 -0.62714 -1.00147
H -3.99701 -1.92055 -1.65380
O -0.77687 -1.03699 2.14863
C -0.26703 0.13537 2.61082
N 0.18616 0.86421 1.52675
S 0.94113 2.46677 1.94788
O 2.42647 2.22749 1.59136
O 0.08199 3.38972 1.31807
C 0.52039 2.04088 3.55442
C 0.81366 2.83877 4.64090
C 0.41753 2.38983 5.87030
C -0.22773 1.20008 6.04000
C -0.51310 0.39749 4.98004
C -0.15383 0.85165 3.74824
H 1.31541 3.74148 4.52127
H 0.60987 2.97193 6.74305
H -0.53456 0.85813 6.98324
H -0.98263 -0.54907 5.01136
```

The LUMO energy comes out at -6.717 eV. As for the spin multiplicity: 1. The value obtained for the frontier orbital gap is 8.68 eV. The value obtained for the HOMO energy is -15.39 eV. As for the net charge: +2.

(2)
Below is a structure of composition C44H41F6IrO2P2Si in a non-equilibrium geometry, with properties calculated with wB97M-V/def2-TZVPD.

XYZ file:
```
97
Properties=species:S:1:pos:R:3
Ir 0.21266 -0.64731 0.07582
C -0.96412 -0.96974 3.46468
Si 0.30611 -0.17127 2.30716
C 2.00970 -0.85522 2.83236
C 2.33302 -1.33326 4.09928
C 3.52777 -1.99503 4.32916
C 4.42462 -2.20103 3.29041
C 4.13910 -1.72204 2.02213
C 2.94449 -1.05154 1.80062
P 2.42510 -0.32612 0.21933
C 3.43752 -0.98893 -1.15548
C 4.82352 -0.81152 -1.18604
C 5.56935 -1.28406 -2.25068
C 4.93752 -1.92375 -3.31085
C 3.56336 -2.08762 -3.29734
C 2.81708 -1.62318 -2.22238
C 3.12955 1.36085 0.31697
C 3.26333 2.00767 1.54025
C 3.67992 3.33043 1.59268
C 3.99098 4.01037 0.42753
C 3.89147 3.36202 -0.79735
C 3.45462 2.05141 -0.85189
C 0.09376 1.68044 2.66201
C 0.15964 2.03096 4.01314
C -0.08310 3.31714 4.46322
C -0.42713 4.28957 3.54007
C -0.49383 3.97171 2.19502
C -0.22698 2.67852 1.72513
P 0.14160 2.53178 -0.07387
C -0.72227 3.98634 -0.79741
C 0.02966 4.78060 -1.65709
C -0.55495 5.82738 -2.35841
C -1.90676 6.09082 -2.20810
C -2.67054 5.30719 -1.35101
C -2.08157 4.26715 -0.65375
C -0.68899 1.12946 -0.84157
C -0.03522 0.70852 -2.07620
C -0.66536 -0.00002 -3.04362
C -2.09999 -0.15357 -2.97862
C -2.80069 0.23481 -1.90574
C -2.13139 0.66459 -0.64022
H -0.61269 -0.79956 4.48711
H -1.07876 -2.04130 3.33516
H -1.93595 -0.48193 3.38620
H 1.63545 -1.21391 4.92046
H 3.75314 -2.37233 5.31870
H 5.34341 -2.74504 3.46722
H 4.83402 -1.89694 1.21142
H 5.31786 -0.27938 -0.38211
H 6.64233 -1.14391 -2.26233
H 5.52010 -2.28918 -4.14676
H 3.06567 -2.58549 -4.11936
H 1.74244 -1.76010 -2.21191
H 3.02692 1.49258 2.46199
H 3.76064 3.82560 2.55166
H 4.31842 5.04123 0.47112
H 4.14221 3.88472 -1.71161
H 3.36032 1.56325 -1.81386
H 0.41205 1.26999 4.74492
H -0.01429 3.55234 5.51745
H -0.63523 5.30285 3.86023
H -0.72924 4.76049 1.49546
H 1.08739 4.57378 -1.77526
H 0.04717 6.43510 -3.02146
H -2.36717 6.90440 -2.75348
H -3.72648 5.51116 -1.22701
H -2.68500 3.67548 0.02605
H 0.99781 1.01662 -2.19954
H -0.12817 -0.33677 -3.91976
H -2.61640 -0.54440 -3.84688
H -3.88268 0.18149 -1.90976
H -2.73436 1.40859 -0.11473
C -4.07915 -0.42794 1.37480
C -3.01599 -1.30577 0.73764
C -3.59006 -2.27857 -0.28197
O -1.94386 -0.48967 0.23705
H -4.77576 -1.05103 1.93614
H -4.65606 0.11044 0.61943
H -3.63611 0.29717 2.05826
H -2.50468 -1.89325 1.49807
H -4.31324 -1.81458 -0.95167
H -4.10281 -3.07598 0.25998
H -2.78640 -2.71448 -0.87134
C -0.81835 -4.93843 -0.58865
C 0.13737 -3.99974 0.16490
O -0.19336 -2.70460 -0.09884
C 1.57207 -4.33789 -0.29409
F 2.49067 -3.53022 0.25017
F 1.93188 -5.60100 0.00429
F 1.67104 -4.21993 -1.62702
C -0.00730 -4.29817 1.67421
F -1.25086 -3.98622 2.08502
F 0.84570 -3.59207 2.42662
F 0.17345 -5.59609 1.97812
H -0.84273 -4.62462 -1.62990
H -1.81652 -4.83877 -0.16948
H -0.50795 -5.98063 -0.52622
```

The LUMO energy comes out at -0.097 eV. As for the spin multiplicity: 1. The value obtained for the frontier orbital gap is 7.47 eV. The value obtained for the HOMO energy is -7.57 eV.

(3)
Below is a structure of composition C19H43BO9PtS4 in a non-equilibrium geometry, with properties calculated with wB97M-V/def2-TZVPD.

XYZ file:
```
77
Properties=species:S:1:pos:R:3
Pt -22.07794 13.60082 -15.22330
B -23.89399 13.02843 -12.88749
H -24.49947 12.44643 -13.56492
H -24.36549 12.88097 -11.92823
H -22.87940 12.66298 -12.92359
H -23.80299 14.07148 -13.14823
C -20.93674 18.99627 -13.23947
C -21.79100 18.29684 -14.40480
C -21.92012 19.30562 -15.61366
O -21.29542 16.98729 -14.76138
H -21.44227 19.93371 -13.00762
H -19.94063 19.25308 -13.59992
H -20.75869 18.42338 -12.32942
H -22.76117 18.07756 -13.95896
H -21.71074 20.37013 -15.50845
H -22.85288 19.17339 -16.16192
H -21.13048 19.05550 -16.32219
C -18.66020 13.70173 -9.86358
C -17.26693 14.27696 -10.36329
C -17.20549 14.15926 -11.85979
S -18.14097 12.58408 -12.31565
O -17.28763 11.40887 -12.35446
O -19.05187 12.86150 -13.43353
C -18.92436 12.37851 -10.69737
H -19.43718 14.38484 -10.20674
H -18.66310 13.72405 -8.77381
H -16.37940 13.83015 -9.91524
H -17.14420 15.30975 -10.03712
H -16.28194 14.16221 -12.43871
H -17.71280 15.01959 -12.29633
H -18.39070 11.51764 -10.29462
H -19.97709 12.22444 -10.93427
C -28.73622 13.61227 -19.08549
C -29.30571 13.81349 -17.65676
C -28.09819 14.10545 -16.81067
S -26.80438 12.87323 -17.36148
O -26.96563 11.56323 -16.65105
O -25.50714 13.58904 -17.29897
C -27.59524 12.67657 -19.08333
H -28.38503 14.54484 -19.52716
H -29.55544 13.32279 -19.74365
H -29.69829 12.88679 -17.23818
H -30.02030 14.63202 -17.57033
H -28.33281 14.06184 -15.74711
H -27.75362 15.12769 -16.96686
H -27.97376 11.66223 -18.95707
H -26.86555 12.61287 -19.89055
C -29.96396 11.49839 -12.54793
C -29.97213 10.66685 -11.20252
C -30.29309 11.70071 -10.07856
S -31.56824 12.91072 -10.80821
O -31.20279 14.31452 -10.48732
O -32.90235 12.49787 -10.46390
C -31.11242 12.54116 -12.63677
H -29.95184 10.86491 -13.43487
H -28.98495 11.97375 -12.48732
H -28.96471 10.25913 -11.11913
H -30.75002 9.91827 -11.35290
H -29.42193 12.35510 -10.10940
H -30.28928 11.37112 -9.03960
H -30.73651 13.48804 -13.02435
H -31.91611 12.33699 -13.34424
C -21.79822 7.01588 -12.95164
C -23.23634 6.68540 -13.30209
C -23.71082 7.62776 -14.36496
S -22.28015 8.27037 -15.28375
O -22.13023 9.72796 -15.33985
O -22.23894 7.54700 -16.58882
C -20.97942 7.50970 -14.15922
H -21.33648 6.27678 -12.29694
H -22.03971 7.92105 -12.39446
H -23.98934 6.57529 -12.52172
H -23.21796 5.76099 -13.87936
H -24.27305 8.41381 -13.86088
H -24.53878 7.31201 -14.99968
H -20.17026 8.18688 -13.88578
H -20.62591 6.79867 -14.90593
```

The LUMO energy (alpha / beta) comes out at -2.038 / -1.991 eV. As for the spin multiplicity: 3. As for the expectation value of S²: 2.011. The value obtained for the frontier orbital gap (alpha / beta) is 6.71 / 6.71 eV. The value obtained for the HOMO energy (alpha / beta) is -8.74 / -8.70 eV.

(4)
Below is the molecule C2H6N2OS in a non-equilibrium geometry, with properties calculated with wB97M-V/def2-TZVPD.

XYZ file:
```
12
Properties=species:S:1:pos:R:3
C -0.83543 0.76458 -2.20758
O -0.08434 1.00473 -1.07210
N 0.19725 -0.20997 -0.42942
C 0.54908 0.08791 0.75847
N 0.91211 -0.95002 1.59524
S 1.02302 -0.87851 3.29698
H -0.23724 0.23977 -3.01650
H -1.16182 1.71563 -2.59608
H -1.64824 0.10425 -2.02284
H 0.68252 1.13806 1.04996
H 0.85586 -1.83212 1.08374
H -0.25278 -1.18431 3.56013
```

The LUMO energy comes out at 0.760 eV. As for the spin multiplicity: 1. As for the SMILES: CO/N=C/NS. The value obtained for the frontier orbital gap is 9.30 eV. The value obtained for the HOMO energy is -8.54 eV.

| no. | DFT total energy (hartree) |
| --- | --- |
| 1 | -3028.8583 |
| 2 | -3527.5582 |
| 3 | -3163.2697 |
| 4 | -662.6473 |